Molecular formula: C21H21Cl3N2O2S
Method: DFT, ωB97M-V/def2-TZVPD

Geometry as XYZ:
```
50
Properties=species:S:1:pos:R:3:forces:R:3
C 2.701 2.763 4.411 -0.2130 0.0851 -0.4066
N 1.870 3.673 3.651 -0.0419 0.3922 0.9913
C 2.426 5.003 3.472 -0.3139 -0.5758 -0.1393
C 0.700 3.251 3.021 -0.8578 -0.0901 -0.6593
C -0.594 3.441 3.597 0.8853 -0.3461 -0.3895
C -1.751 3.003 2.931 0.3886 0.7566 0.5800
C -1.675 2.407 1.674 0.7440 0.3560 0.5075
C -2.943 2.040 0.963 1.1534 2.2639 1.4544
C -2.632 1.006 -0.115 0.9296 0.1095 -1.1380
S -4.274 0.548 -0.804 0.2569 -0.4724 -0.5764
C -4.366 1.785 -2.141 -0.0870 -0.0223 0.1938
C -3.973 -0.946 -1.764 0.0482 -0.0109 0.0698
O -3.994 2.639 1.198 1.2328 -2.0575 -1.2532
C -0.372 2.223 1.142 -0.0288 0.1833 -0.6177
C 0.795 2.637 1.753 -0.7982 0.1700 0.5605
H 2.140 1.867 4.698 0.1691 0.2248 -0.0511
H 3.586 2.475 3.831 0.0915 -0.2034 0.1504
H 3.035 3.298 5.304 0.0783 -0.2508 0.1443
H 1.659 5.681 3.075 0.3258 -0.1180 0.1533
H 2.772 5.335 4.458 0.0085 0.3335 -0.2228
H 3.285 4.955 2.786 -0.0531 0.3319 0.0500
H -0.627 3.918 4.589 -0.1553 -0.2975 -0.5861
H -2.715 3.174 3.408 0.1232 -0.1127 -0.2090
H -2.058 1.460 -0.983 -0.9064 -0.1642 1.0363
H -5.314 1.612 -2.658 0.0938 0.0189 0.1743
H -4.367 2.771 -1.676 -0.0783 -0.1150 0.0331
H -3.541 1.695 -2.850 0.0193 -0.2238 0.2399
H -4.838 -1.095 -2.405 -0.1532 0.0849 0.0365
H -3.077 -0.867 -2.371 0.2326 0.0443 0.0283
H -3.890 -1.786 -1.080 0.0834 0.0493 0.0747
H -0.212 1.683 0.215 -0.0809 0.7143 -0.0350
H 1.751 2.466 1.238 -0.4151 0.1694 0.4922
Cl -1.389 -0.175 0.498 -2.4930 -1.3965 -0.7776
C -0.315 -3.679 -2.911 2.4646 0.2337 0.3396
Cl -1.803 -2.929 -3.289 -1.0369 0.5414 -0.3425
C 0.904 -2.935 -3.241 -2.1590 3.2510 1.6549
O 0.803 -1.686 -3.370 0.8208 -1.3846 -1.2011
C 2.164 -3.611 -2.928 -0.4520 -1.7196 -0.1562
C 2.181 -4.614 -1.917 -0.4570 -0.3138 -0.8188
C 3.164 -5.607 -2.011 -0.0712 0.4741 0.2230
C 4.053 -5.524 -3.050 0.4172 0.1836 -0.1752
C 4.017 -4.440 -3.944 0.1861 -0.3350 0.7017
N 3.091 -3.507 -3.852 0.8528 0.2871 -1.2041
C 1.025 -4.705 -1.105 -1.0900 1.4452 -1.1113
Cl 1.052 -5.591 0.340 -0.0448 -0.5427 1.2218
C -0.150 -4.140 -1.603 0.5208 -0.9133 0.8172
H 3.120 -6.433 -1.306 0.2233 0.0408 -0.1970
H 4.779 -6.299 -3.195 0.3208 -0.3106 -0.0988
H 4.741 -4.374 -4.756 -0.1452 0.0972 0.1376
H -0.946 -3.865 -0.931 -0.5383 -0.8655 0.3001
```
Positions in Å, forces in eV/Å.

Its LUMO energy is -0.065 Eh. Its HOMO-LUMO gap is 3.4 eV. The total energy comes out at -2851.34023 hartree.

=====

Molecular formula: C23H43AsCl2N3OPSSbSe4Zr
Method: DFT, ωB97M-V/def2-TZVPD

Geometry as XYZ:
```
81
Properties=species:S:1:pos:R:3:forces:R:3
Zr 0.171 -0.330 0.199 -1.8856 0.4314 0.1407
C -2.601 -1.164 4.378 0.0549 0.0309 -0.0234
N -1.734 -0.003 4.162 -0.1268 -0.0417 0.0980
C -2.005 1.257 4.661 -0.0427 -0.0351 -0.1455
C -1.093 2.100 4.158 0.0085 0.0144 -0.0176
N -0.260 1.343 3.327 -0.0898 -0.0520 -0.0259
C -0.665 0.032 3.374 0.0892 0.0326 -0.2042
S 0.102 -1.333 2.686 0.3792 -0.0153 -0.0390
C 0.809 1.883 2.601 0.2916 0.0213 0.1912
C 1.502 2.980 3.116 -0.0962 -0.1589 -0.0581
C 2.555 3.499 2.395 0.0827 0.0368 -0.0549
C 2.915 2.919 1.180 -0.0634 -0.0349 0.0690
C 2.188 1.835 0.754 0.1831 0.1892 0.2405
N 1.153 1.325 1.442 0.0371 0.0845 -0.0481
H -3.623 -0.794 4.429 0.0051 -0.0288 -0.0083
H -2.310 -1.675 5.294 -0.0051 -0.0401 -0.0039
H -2.515 -1.826 3.520 -0.0105 -0.0017 0.0084
H -2.861 1.438 5.282 -0.0327 0.0281 0.0394
H -1.001 3.165 4.249 -0.0273 0.0223 -0.0236
H 1.228 3.385 4.078 0.0218 0.0072 0.0125
H 3.111 4.340 2.788 -0.0050 0.0187 -0.0143
H 3.737 3.293 0.589 0.0104 0.0193 0.0091
H 2.450 1.335 -0.177 -0.0682 0.0051 0.0074
C 2.868 -3.515 0.737 0.0429 -0.0320 0.0033
As 2.811 -1.594 0.511 0.2195 -0.1019 0.0431
C 4.330 -1.322 -0.678 0.0063 -0.0605 -0.0732
C 3.636 -1.060 2.191 0.0498 0.0325 -0.0085
H 3.872 -3.802 1.048 -0.0080 -0.0259 -0.0013
H 2.618 -4.014 -0.196 -0.0396 -0.0033 0.0031
H 2.156 -3.809 1.507 -0.0053 -0.0003 -0.0107
H 5.249 -1.463 -0.112 0.0159 -0.0172 -0.0251
H 4.328 -0.322 -1.110 -0.0049 0.0024 0.0133
H 4.295 -2.053 -1.485 -0.0168 0.0347 -0.0195
H 4.528 -1.668 2.336 0.0026 0.0208 0.0178
H 2.938 -1.221 3.008 0.0069 0.0237 -0.0064
H 3.926 -0.010 2.157 -0.0320 0.0001 0.0059
Cl 0.473 -5.872 -0.677 0.0812 -0.0417 -0.1140
C -0.599 -5.031 0.420 -0.0940 0.3513 0.0282
Cl -0.827 -3.292 -0.008 -0.0310 -0.3240 0.0411
H -0.208 -5.068 1.429 0.0049 -0.0283 -0.0146
H -1.596 -5.450 0.348 0.0328 -0.0640 0.0508
Se -5.117 -2.329 0.863 -0.1537 -0.0152 0.0340
Sb -4.968 0.035 0.652 -0.5132 0.0314 0.3212
Se -2.143 -0.186 0.389 0.9926 -0.1735 -0.1342
Se -4.664 1.379 2.620 -0.0359 0.0149 -0.0411
Se -5.122 1.217 -1.396 -0.0877 0.0202 -0.1726
C 0.034 4.514 -0.672 0.0081 -0.0042 0.0017
C -1.452 4.422 -0.318 -0.0177 -0.0340 0.0455
C -1.705 2.919 -0.144 -0.0619 0.0204 -0.0256
O -0.499 2.245 -0.632 0.5256 -0.1864 -0.1133
C 0.238 3.204 -1.400 -0.0526 -0.0151 -0.0950
H 0.649 4.539 0.232 0.0163 0.0006 -0.0090
H 0.283 5.381 -1.282 -0.0169 0.0053 0.0073
H -2.064 4.820 -1.126 0.0080 -0.0076 -0.0095
H -1.703 4.969 0.589 -0.0149 0.0299 -0.0224
H -2.565 2.568 -0.718 0.0108 -0.0068 0.0534
H -1.857 2.628 0.894 0.0393 -0.0221 0.0046
H -0.177 3.255 -2.412 0.0260 -0.0002 -0.0075
H 1.277 2.876 -1.469 -0.0029 0.0036 0.0110
C 1.351 -2.503 -4.412 -0.0026 -0.0093 0.0164
C 1.266 -2.037 -2.959 -0.0102 -0.0030 -0.1224
P -0.242 -1.100 -2.452 0.7460 -0.1712 0.0512
C -0.237 0.338 -3.580 -0.2102 0.1362 0.0532
C -1.572 1.092 -3.567 -0.0199 -0.0263 0.0263
C -1.591 -2.167 -3.085 -0.0712 0.0665 0.0640
C -2.975 -2.020 -2.469 -0.0986 0.0185 0.0275
H 2.225 -3.139 -4.553 0.0143 0.0131 -0.0009
H 1.444 -1.665 -5.102 -0.0186 0.0137 -0.0044
H 0.478 -3.086 -4.702 -0.0088 -0.0057 0.0050
H 2.125 -1.400 -2.720 -0.0137 -0.0197 0.0240
H 1.317 -2.902 -2.288 -0.0119 0.0374 0.0262
H -0.029 -0.035 -4.585 0.0642 0.0278 -0.0001
H 0.593 0.992 -3.294 -0.0144 -0.0172 -0.0020
H -2.343 0.524 -4.087 -0.0032 0.0011 0.0159
H -1.473 2.050 -4.077 -0.0110 -0.0043 -0.0309
H -1.936 1.272 -2.554 0.0273 0.0136 -0.0177
H -1.227 -3.193 -2.984 -0.0214 -0.0063 -0.0304
H -1.629 -1.937 -4.155 0.0440 -0.0745 -0.0090
H -3.027 -2.434 -1.462 -0.0100 0.0379 -0.0447
H -3.702 -2.555 -3.081 0.0182 -0.0310 0.0292
H -3.309 -0.984 -2.413 0.0009 0.0420 -0.0073
```
Positions in Å, forces in eV/Å.

As for the charge: +1. Its LUMO energy is -0.141 Eh. Its HOMO-LUMO gap is 5.1 eV. The total energy comes out at -14930.29282 hartree.

=====

Molecular formula: C5H5NO
Method: DFT, ωB97M-V/def2-TZVPD

Geometry as XYZ:
```
12
Properties=species:S:1:pos:R:3:forces:R:3
O -1.334 -1.748 1.012 0.2843 1.1244 -0.6068
C -1.048 -0.742 0.536 -0.1099 -0.9451 0.4414
C -0.601 0.467 0.084 -0.2650 0.0099 0.0722
C 0.983 0.537 0.043 0.1570 -0.1293 -0.1276
C 0.245 0.437 -1.223 -0.0425 0.0565 -0.0830
C 0.198 -0.756 -2.061 0.0699 -0.8245 -0.4764
N 0.225 -1.715 -2.710 -0.0693 0.9032 0.6338
H 0.343 0.489 2.998 0.0377 0.0300 0.0314
H -1.203 1.330 0.363 0.0641 -0.1550 -0.0417
H 1.420 -0.428 0.334 -0.1040 0.1031 -0.0558
H 0.705 0.772 2.408 -0.0374 -0.0150 0.1431
H 0.068 1.356 -1.784 0.0151 -0.1582 0.0693
```
Positions in Å, forces in eV/Å.

Its LUMO energy (spin up / spin down) is -0.016 / -0.016 Eh. Its HOMO-LUMO gap (spin up / spin down) is 8.0 / 8.0 eV. The total energy comes out at -323.31975 hartree.

=====

Molecular formula: C28H25IN2O6STl
Method: DFT, ωB97M-V/def2-TZVPD

Geometry as XYZ:
```
64
Properties=species:S:1:pos:R:3:forces:R:3
Tl -2.130 -1.401 -0.168 -0.0425 -0.1242 0.1871
C 3.035 -0.482 -0.997 0.1343 -0.0263 -0.0435
C 2.972 1.008 -1.112 -0.5545 -0.3903 0.1488
N 4.059 1.722 -1.166 0.3893 0.3036 0.0030
C 4.054 3.073 -1.260 0.0012 -0.2525 -0.0181
C 2.917 3.833 -1.332 -0.1615 -0.0095 -0.0913
C 2.941 5.334 -1.462 0.0018 -0.0282 0.0451
O 1.824 5.840 -2.179 -0.0444 -0.1011 -0.0156
C 1.720 3.096 -1.270 -0.9255 0.1723 -0.1189
C 0.332 3.488 -1.376 0.8568 -0.5059 0.2844
N -0.499 2.494 -1.264 2.8721 -1.4708 -0.2118
C -1.888 2.398 -1.090 -0.1433 -0.4586 -0.0885
C -2.433 3.131 -0.039 0.2498 0.1168 0.0352
C -3.796 3.141 0.163 -0.0697 0.1271 0.0424
C -4.615 2.404 -0.670 -0.0874 -0.0505 -0.0541
C -4.084 1.650 -1.712 0.0391 -0.0006 0.0476
C -2.720 1.632 -1.934 0.3660 0.0115 0.0045
I -1.996 0.433 -3.481 0.1360 0.2558 0.0620
C 1.734 1.707 -1.128 -0.0516 1.2463 -0.2441
O 0.529 1.187 -1.076 -2.8365 0.9664 0.0511
H 3.839 -0.863 -1.623 -0.0250 0.0243 -0.0685
H 2.090 -0.950 -1.277 0.0366 0.0318 0.0095
H 3.258 -0.750 0.036 -0.0438 0.0218 -0.0505
H 5.032 3.538 -1.298 0.0015 0.0045 -0.0202
H 3.882 5.644 -1.919 0.0319 0.0237 0.0278
H 2.893 5.783 -0.469 -0.0257 0.0341 0.0027
H 1.971 5.712 -3.122 0.0480 0.0663 -0.0002
H 0.002 4.502 -1.556 -0.2054 -0.0187 0.0500
H -1.765 3.688 0.605 -0.0286 -0.0634 0.0161
H -4.218 3.712 0.978 0.0303 0.0053 0.0012
H -5.686 2.406 -0.511 0.0001 -0.0213 -0.0114
H -4.737 1.078 -2.355 0.0058 -0.0045 0.0089
C -0.539 -4.548 2.108 -0.0240 0.0235 -0.0145
S 0.103 -4.577 0.431 0.0998 0.1306 0.0217
O -0.667 -3.497 -0.291 -0.0285 -0.1459 -0.0090
C -0.584 -6.140 -0.090 -0.0354 0.0669 -0.0135
C -1.851 -6.176 -0.649 -0.0054 -0.0318 0.0161
C -2.370 -7.396 -1.053 0.0054 0.0060 -0.0013
C -1.621 -8.556 -0.901 -0.0047 0.0014 -0.0061
C -0.349 -8.503 -0.350 -0.0071 -0.0069 -0.0024
C 0.182 -7.287 0.054 0.0291 0.0096 0.0414
H -1.582 -4.859 2.095 -0.0023 0.0377 0.0240
H -0.441 -3.515 2.446 0.0335 -0.0263 0.0205
H 0.057 -5.212 2.732 -0.0309 -0.0161 -0.0252
H -2.407 -5.256 -0.774 0.0042 -0.0059 -0.0140
H -3.359 -7.442 -1.491 0.0078 -0.0044 -0.0028
H -2.027 -9.506 -1.224 -0.0031 0.0107 0.0048
H 0.237 -9.407 -0.247 -0.0013 0.0064 0.0130
H 1.179 -7.233 0.476 -0.0040 0.0046 -0.0316
O 1.868 0.187 1.700 -0.0213 0.1852 -0.0005
C 1.306 1.366 2.031 -0.0403 -0.0545 0.1954
C 2.128 2.487 2.153 0.0256 -0.0273 0.0932
C 1.590 3.694 2.564 -0.0370 -0.0131 -0.0304
C 0.231 3.806 2.855 0.0426 0.0402 -0.0116
C -0.591 2.707 2.676 0.0428 0.0301 -0.0403
C -0.077 1.489 2.238 0.0484 -0.0051 -0.1234
C -0.995 0.372 1.843 0.0058 0.1249 0.0776
O -2.164 0.653 1.508 -0.0083 -0.0779 0.0974
O -0.505 -0.807 1.760 0.0011 -0.0486 -0.2322
H 1.130 -0.475 1.730 -0.0581 -0.0519 -0.0414
H 3.189 2.373 1.968 0.0008 0.0101 -0.0068
H 2.238 4.554 2.678 0.0129 -0.0156 0.0318
H -0.172 4.741 3.223 -0.0041 -0.0073 -0.0108
H -1.655 2.774 2.867 0.0005 -0.0347 -0.0095
```
Positions in Å, forces in eV/Å.

As for the charge: +1. Its LUMO energy is -0.160 Eh. Its HOMO-LUMO gap is 6.4 eV. The total energy comes out at -2511.03637 hartree.